Entry 1:
Molecular formula: C25H32BrN5O3S3W
Method: DFT, ωB97M-V/def2-TZVPD

## Properties
- Net charge: +2
- Frontier orbital gap (alpha / beta): 6.259 / 6.560 eV
- ΔE to the lowest compared entry with this formula, charge and spin: 87.19 kJ/mol
- Multiplicity: 3
- Energy: -5306.47801 a.u.
- LUMO energy (alpha / beta): -6.7 / -6.4 eV

Last column: natural (NBO) charge in e.
Cartesian coordinates (Å):
W: 0.89240 0.39813 -0.03862  1.60
Br: -0.96019 1.51869 1.43935  0.28
C: -2.39817 0.94045 0.27074  -0.05
C: -3.65873 1.25557 0.66534  -0.23
C: -4.73624 0.84636 -0.14688  -0.20
C: -4.49019 0.15383 -1.29614  -0.15
C: -3.16916 -0.16904 -1.69487  -0.07
C: -2.93116 -0.89625 -2.88523  -0.14
C: -1.65914 -1.20975 -3.26482  -0.22
C: -0.56569 -0.82096 -2.46592  -0.13
C: -0.72125 -0.12311 -1.28891  -0.40
C: -2.05934 0.22580 -0.89836  -0.03
H: -3.83899 1.80337 1.58107  0.25
H: -5.74616 1.09102 0.15178  0.25
H: -5.30976 -0.16261 -1.92916  0.24
H: -3.77933 -1.19743 -3.48742  0.23
H: -1.48038 -1.76417 -4.17650  0.24
H: 0.42346 -1.09325 -2.80989  0.21
C: -0.37219 3.52304 -3.23105  -0.80
S: -0.37253 3.21780 -1.47720  1.27
C: 0.34922 4.74387 -0.89598  -0.81
O: 0.76698 2.18644 -1.30698  -0.99
H: 0.64102 3.74939 -3.55843  0.25
H: -1.04430 4.35852 -3.42911  0.27
H: -0.74854 2.62348 -3.71527  0.27
H: -0.39184 5.53537 -1.01135  0.27
H: 1.24925 4.96927 -1.46504  0.25
H: 0.57290 4.60491 0.16082  0.26
C: 3.54557 2.71725 3.31674  -0.61
C: 3.63745 1.68559 2.19950  0.09
C: 2.87922 0.41975 2.57607  -0.62
C: 5.10221 1.37106 1.88605  -0.64
N: 2.94391 2.31329 1.04219  -0.47
N: 2.86568 1.43428 -0.09629  -0.67
H: 4.03629 2.33871 4.21204  0.24
H: 2.50523 2.93752 3.55700  0.22
H: 4.04393 3.64702 3.03360  0.22
H: 3.13176 0.11318 3.59095  0.27
H: 3.10119 -0.42657 1.92308  0.21
H: 1.79826 0.60917 2.59446  0.22
H: 5.60274 1.01520 2.78607  0.25
H: 5.63102 2.26215 1.54230  0.22
H: 5.21952 0.57979 1.13942  0.20
H: 3.45006 3.15179 0.76959  0.37
H: 3.68681 0.82933 -0.16774  0.39
H: 2.83156 2.00551 -0.93647  0.43
N: -4.99597 -3.98114 -0.19631  -0.77
C: -3.81140 -3.60864 0.36253  0.22
C: -3.72886 -2.44633 1.15076  -0.24
C: -2.52707 -2.05362 1.69069  -0.15
C: -1.38333 -2.81236 1.45250  -0.47
C: -1.44683 -3.98220 0.69338  -0.14
C: -2.64855 -4.36930 0.14791  -0.26
S: 0.13317 -2.30143 2.10724  2.36
O: -0.07244 -1.31846 3.12367  -0.92
O: 0.99702 -3.42973 2.28150  -0.92
N: 0.87419 -1.42575 0.85982  -0.94
C: 1.68998 -2.02547 -0.06445  0.22
S: 2.36697 -3.57304 -0.25821  0.58
C: 3.19593 -2.99383 -1.67031  -0.42
C: 2.94177 -1.69225 -1.89924  -0.04
N: 2.07315 -1.13732 -0.97811  -0.61
H: -5.84754 -3.57449 0.14942  0.40
H: -5.08129 -4.90501 -0.58352  0.40
H: -4.62623 -1.87423 1.35265  0.22
H: -2.47089 -1.18300 2.33034  0.24
H: -0.56311 -4.59056 0.56102  0.24
H: -2.70887 -5.28310 -0.43007  0.23
H: 3.83147 -3.65371 -2.23775  0.28
H: 3.33435 -1.09784 -2.71002  0.24

Entry 2:
Molecular formula: C25H32BrNO8
Method: DFT, ωB97M-V/def2-TZVPD

## Properties
- Net charge: 0
- Frontier orbital gap: 8.083 eV
- Energy: -4202.29626 a.u.
- LUMO energy: -1.3 eV
- SMILES: CC[C@@H](Br)c1cccc2c1C(=O)C=C(CCCCN)C2=O.C[C@@H]1COC(=O)O1.C[C@@H]1COC(=O)O1

Last column: natural (NBO) charge in e.
Cartesian coordinates (Å):
C: 2.84854 -5.39440 3.60934  -0.63
C: 3.17968 -4.43631 2.33993  -0.43
C: 2.02053 -4.45601 1.22394  -0.27
Br: 0.27858 -5.20947 1.83351  0.00
C: 1.72399 -3.04774 0.53833  0.01
C: 2.10974 -2.86144 -0.97154  -0.21
C: 1.85178 -1.52210 -1.73337  -0.20
C: 1.15700 -0.37051 -0.96765  -0.20
C: 0.78413 -0.56680 0.52709  -0.08
C: 1.07141 -1.89296 1.33341  -0.12
C: 0.66797 -1.92341 2.87125  0.54
O: 1.30113 -2.49469 3.79102  -0.53
C: -0.66412 -1.09614 3.25576  -0.27
C: -0.94998 0.09164 2.51420  -0.03
C: -2.29810 0.88061 2.86783  -0.44
C: -3.47548 -0.22086 3.00344  -0.40
C: -3.65724 -1.14790 1.70376  -0.44
C: -3.26965 -2.69792 1.91910  -0.22
N: -4.41057 -3.65366 1.73901  -0.83
C: 0.05493 0.61540 1.36126  0.54
O: 0.23636 1.84365 1.17468  -0.52
H: 3.74323 -5.30397 4.33811  0.22
H: 1.93808 -5.02836 4.20237  0.24
H: 2.77413 -6.49680 3.31456  0.21
H: 4.16570 -4.83838 1.89834  0.21
H: 3.33831 -3.34530 2.65135  0.24
H: 2.38722 -5.15451 0.37950  0.23
H: 2.59913 -3.69188 -1.59596  0.23
H: 2.14230 -1.33421 -2.81500  0.23
H: 0.93247 0.64374 -1.45260  0.26
H: -1.32279 -1.52084 4.07657  0.25
H: -2.57434 1.51849 1.94384  0.23
H: -2.16084 1.51807 3.80633  0.24
H: -3.34987 -0.83780 3.95986  0.20
H: -4.45080 0.38460 3.12818  0.22
H: -4.78868 -1.13578 1.45644  0.23
H: -3.14238 -0.73480 0.75952  0.21
H: -2.94170 -2.79201 3.02628  0.17
H: -2.32998 -2.95921 1.30716  0.19
H: -4.24431 -4.08510 0.80521  0.35
H: -4.21932 -4.41748 2.41988  0.36
C: -1.20211 4.41180 -0.87549  -0.63
C: -1.87921 5.71964 -0.52930  0.06
C: -1.16352 6.49295 0.53747  -0.10
O: -2.21489 7.26369 1.10667  -0.49
C: -3.35745 6.53748 0.93597  0.96
O: -4.39728 6.77518 1.47828  -0.57
O: -3.15506 5.50330 0.06910  -0.49
H: -1.17411 3.74161 -0.01181  0.23
H: -1.75796 3.88892 -1.65784  0.23
H: -0.18102 4.57864 -1.22624  0.22
H: -2.02740 6.32073 -1.43391  0.18
H: -0.37938 7.13547 0.13381  0.20
H: -0.73785 5.85764 1.32114  0.19
C: 3.26989 -0.15989 -6.34182  -0.63
C: 2.59660 1.15397 -6.00953  0.06
C: 3.31584 1.93782 -4.95210  -0.10
O: 2.26731 2.71725 -4.39120  -0.49
C: 1.12253 1.99244 -4.55133  0.96
O: 0.08626 2.23455 -4.01031  -0.57
O: 1.32168 0.94760 -5.40684  -0.49
H: 3.29751 -0.81901 -5.46961  0.22
H: 2.71180 -0.68980 -7.11766  0.23
H: 4.29085 0.00137 -6.69556  0.22
H: 2.44870 1.74476 -6.92068  0.19
H: 4.10092 2.57370 -5.36408  0.21
H: 3.74114 1.31073 -4.16133  0.18

Entry 3:
Molecular formula: C25H32MnN3O3Si
Method: DFT, ωB97M-V/def2-TZVPD

## Properties
- Net charge: +2
- Frontier orbital gap (alpha / beta): 7.345 / 7.777 eV
- ΔE to the lowest compared entry with this formula, charge and spin: 2.77 kJ/mol
- Multiplicity: 5
- Energy: -2801.89368 a.u.
- LUMO energy (alpha / beta): -7.4 / -7.1 eV

Last column: natural (NBO) charge in e.
Cartesian coordinates (Å):
Mn: 0.77563 -0.44869 0.45209  1.53
O: -5.14445 2.16971 -3.82565  -0.64
C: -3.90075 1.99749 -4.29229  0.77
O: -3.56107 2.48786 -5.32639  -0.52
C: -2.93544 1.15891 -3.48144  -0.14
C: -3.19871 0.63834 -2.21934  -0.16
C: -2.23179 -0.08463 -1.53779  -0.25
C: -1.00838 -0.31775 -2.14567  0.17
C: -0.72980 0.19002 -3.41043  -0.24
C: -1.69319 0.93181 -4.06847  -0.14
N: 0.00251 -1.03010 -1.42907  -0.52
C: 0.62640 -1.98723 -1.99654  0.18
C: 1.73071 -2.66381 -1.29693  0.10
C: 2.41454 -3.71807 -1.86793  -0.17
C: 3.45171 -4.30586 -1.14839  -0.11
C: 3.75793 -3.81245 0.10562  -0.20
C: 3.01850 -2.74775 0.60943  0.09
N: 2.02576 -2.18534 -0.07156  -0.56
H: -5.31092 1.70291 -2.99977  0.48
H: -4.14996 0.79074 -1.72515  0.22
H: -2.43809 -0.48071 -0.55102  0.22
H: 0.24538 0.03884 -3.85864  0.23
H: -1.50459 1.35629 -5.04519  0.27
H: 0.35373 -2.32065 -2.99670  0.23
H: 2.14512 -4.07251 -2.85402  0.25
H: 4.00940 -5.13178 -1.56833  0.26
H: 4.55892 -4.23402 0.69595  0.26
H: 3.23629 -2.33152 1.58528  0.22
O: 1.74649 0.17307 2.18016  -0.79
C: 1.32367 -0.18860 3.53074  -0.07
C: 0.14852 0.64772 3.99575  -0.43
C: -1.01627 0.67766 2.99521  -0.43
C: -1.49325 -0.69560 2.61919  0.25
C: -2.51639 -1.31998 3.31818  -0.23
C: -2.90498 -2.60161 2.97020  -0.10
C: -2.25647 -3.23936 1.92088  -0.23
C: -1.25009 -2.56282 1.26887  0.06
N: -0.86672 -1.31673 1.60207  -0.61
H: 2.09721 1.07794 2.17641  0.53
H: 2.18290 -0.07585 4.18969  0.22
H: 1.07269 -1.24632 3.47192  0.20
H: 0.47095 1.67125 4.19860  0.23
H: -0.18581 0.23640 4.95100  0.25
H: -0.71703 1.21700 2.09098  0.20
H: -1.83879 1.24642 3.42753  0.26
H: -3.00354 -0.79185 4.12678  0.25
H: -3.70259 -3.09744 3.50718  0.25
H: -2.52549 -4.23885 1.61149  0.25
H: -0.72430 -3.02495 0.44229  0.20
C: 2.21015 3.80278 -1.47468  -1.11
Si: 1.30946 2.73866 -0.24714  1.59
C: 1.74815 3.24863 1.50795  -1.15
C: -0.53604 2.81240 -0.51446  -1.12
C: 1.92892 0.96322 -0.54334  -1.05
H: 1.89655 4.84271 -1.35643  0.27
H: 1.99171 3.50382 -2.50114  0.25
H: 3.29121 3.76268 -1.33298  0.26
H: 1.70532 4.33822 1.57640  0.29
H: 2.77844 2.98410 1.77470  0.24
H: 1.05976 2.87816 2.27186  0.22
H: -0.78867 2.58527 -1.55298  0.26
H: -0.88374 3.82792 -0.30767  0.27
H: -1.12063 2.14577 0.12671  0.21
H: 1.89578 0.68699 -1.59860  0.23
H: 2.92751 0.74112 -0.15503  0.23

Number 1: strongest force on any atom 0.60 eV Å⁻¹. Number 2: strongest force on any atom 4.49 eV Å⁻¹. Number 3: strongest force on any atom 0.14 eV Å⁻¹.